Here is a cluster of 19 separate species, C27H13Cl72NO2PS in total in a non-equilibrium geometry from the Open Molecules 2025 dataset. Energies are from ωB97M-V/def2-TZVPD.

Summary:
Lowest unoccupied orbital energy ... -4.441 eV
Gap between HOMO and LUMO ... 7.095 eV
Energy ... -35114.5425 Eh

Geometry as ORCA input:
```
! RIJCOSX wB97M-V def2-TZVPD def2/J DEFGRID3
* xyz 1 1
C -5.8601 3.7225 18.1599
Cl 2.4246 6.2217 12.5511
H -4.3390 -1.6613 6.1518
Cl 2.0633 2.7954 -15.3130
Cl -1.2216 1.4689 -10.8089
C -2.8274 -0.5760 3.6150
C -1.4652 3.0858 -10.0884
Cl -4.1195 -0.0895 14.0755
Cl 2.3192 -7.3807 4.3873
Cl 1.2134 -8.8959 -3.9338
Cl 2.2192 -0.5016 -8.9295
Cl -1.3803 0.0768 13.1569
C 4.3028 -7.3461 -0.2780
Cl -3.2715 -1.6234 11.7713
Cl 2.6159 0.8251 -6.3876
H -1.6776 -0.2447 7.0926
C -0.1152 -8.7510 -5.1019
Cl -4.2010 0.0309 -15.5088
Cl -0.9166 3.6425 13.3982
Cl -1.4626 -0.9068 -15.4510
Cl -0.4249 4.2813 -10.8753
C -2.6162 3.9333 13.8190
P -2.6385 -2.4337 3.5428
C 5.6333 5.3932 -14.8579
Cl 3.7573 -9.4896 5.7568
Cl -7.4997 3.0521 18.1130
Cl 5.1865 -6.5388 -1.5854
Cl 1.5183 1.0455 -2.8261
Cl 1.0920 -3.6165 8.4038
H -3.8205 -2.9871 4.1468
Cl 4.1452 5.8034 -15.7279
C 0.3872 3.1543 -14.8641
Cl 5.1156 -8.8733 0.1267
Cl 3.6098 -2.9927 0.9430
Cl -1.6643 -8.8978 -4.2530
C -0.0132 1.3015 0.8251
Cl 2.2704 2.3889 -8.7907
Cl -2.5905 0.4119 -13.1317
Cl 4.0736 -3.6708 -4.1119
Cl 3.3586 -6.3077 -5.0561
Cl 0.6685 6.4999 14.8352
H -0.1770 -0.8910 0.8146
Cl 0.0188 2.4088 -13.2982
C -0.4029 -3.4638 9.3431
C -2.7788 -0.9952 13.3565
H -3.4303 3.3781 4.1333
Cl -5.6557 4.8760 16.8295
Cl -3.0025 3.0953 15.3310
Cl 4.2651 -6.2889 1.1456
Cl -2.8892 5.6741 14.0244
Cl -4.6799 2.4060 17.9943
Cl -1.0514 2.3875 -2.8051
Cl 5.9792 -5.2251 -5.6402
S -2.5510 -3.1683 1.7418
Cl 4.7072 0.8771 -8.3904
Cl -0.7077 2.5106 -16.1003
Cl -5.6041 4.5515 19.7040
C -2.8036 1.8136 2.7289
Cl 1.6164 -10.1517 3.9242
Cl 0.0205 -10.0379 -6.3117
Cl -0.3876 6.7844 12.1511
N -3.4659 1.3835 5.0625
Cl -3.6591 3.3213 12.5195
C 2.9530 -9.0328 4.2441
Cl 6.7724 4.6139 -15.9699
C -2.9339 -0.6764 -14.4904
Cl -0.4278 0.4856 -4.8938
Cl 3.6370 -4.1239 -6.9379
C -3.2557 2.2823 4.0129
Cl -1.0610 3.0144 -8.3645
Cl -1.6655 -2.7169 8.3315
C -0.6399 -0.0395 1.3889
Cl 2.3867 -1.2586 -1.0333
Cl 6.3625 6.8706 -14.2040
Cl -3.1598 3.5636 -10.2839
C 2.2935 -2.8409 -0.2317
C 0.2385 1.7425 -3.8392
Cl 1.3541 8.8194 13.2488
C 2.9550 0.8970 -8.1254
Cl 4.3852 -0.3819 4.5391
Cl -0.0951 8.7102 -19.0019
H 0.5965 1.1244 -0.1033
Cl -1.9635 7.0243 -17.5712
O -2.1045 -0.0711 1.3061
C -3.2806 0.0203 4.8938
C -2.7226 -0.6386 7.2136
Cl 6.4301 0.0858 2.5448
H 0.6753 1.8106 1.5605
C -2.5632 0.3687 2.5125
H -3.0692 -0.7635 8.2697
H -2.6213 2.5084 1.8810
C 1.0145 7.0813 13.1972
Cl 2.6446 -7.6862 -0.8062
Cl 0.8278 6.2807 -17.7273
H -0.2881 -0.1300 2.4562
C 4.7523 0.4203 2.9999
Cl 0.0240 8.5435 -16.1136
Cl 0.7380 -2.9878 0.6096
Cl -3.4820 -2.2435 -13.8673
C 4.2627 -4.8320 -5.4380
Cl -0.9392 -5.0673 9.8671
Cl 2.4342 -4.1166 -1.4465
Cl 4.1152 -9.1030 2.9085
O -3.8517 1.9517 6.2342
Cl -2.3408 -2.3455 14.4154
Cl -0.1145 -2.4423 10.7575
C -3.5464 -0.8795 6.1392
H -4.7826 1.7230 6.4342
H -0.8027 2.0471 0.5494
Cl -0.0290 -7.1734 -5.9049
Cl 5.2523 4.2833 -13.5282
H -1.5572 -2.8905 4.3743
Cl 4.5245 2.1710 3.1769
Cl 0.1761 4.9104 -14.7457
Cl 3.6664 -0.1961 1.7406
C -0.3017 7.6399 -17.6047
Cl 0.9171 3.0482 -4.8245
*
```

Here is a structure of composition C27H16Br2Cl3F6IIrN5O5S2Se in a non-equilibrium geometry from the Open Molecules 2025 dataset. Energies are from ωB97M-V/def2-TZVPD.

Summary:
Lowest unoccupied orbital energy (alpha / beta) ... -5.508 / -5.188 eV
Gap between HOMO and LUMO (alpha / beta) ... 4.504 / 4.936 eV
Energy ... -12415.7469 Eh
⟨S²⟩ ... 0.792

Geometry as ORCA input:
```
! RIJCOSX wB97M-V def2-TZVPD def2/J DEFGRID3
* xyz 1 2
F 0.1708 3.3320 3.1271
H -2.8120 0.4522 -1.9037
F 2.7748 3.2650 -2.2259
C -0.7990 4.0609 -4.1952
C 3.4753 3.2020 -1.0960
S 2.8402 1.8104 0.0031
C 0.3999 -2.7674 -2.2724
N -3.0075 -0.5192 -1.6715
H 4.2502 -2.2323 0.6957
C 0.1520 4.0985 2.0361
Cl 1.1939 0.1427 -3.3169
C -2.6926 -0.7858 3.3250
F 4.7426 2.9949 -1.4364
F 3.3886 4.3681 -0.4704
C 2.7225 -0.1820 2.9067
C 0.9588 2.4448 -4.6598
C -0.6121 2.0377 -2.8094
C 1.7804 -2.5307 -0.4457
H -4.8395 -0.9835 -2.6480
Br 5.5077 -0.7575 2.9198
C 3.4674 -1.6810 1.1908
H 1.8014 2.1321 -5.2572
C 0.5031 1.6606 -3.6301
H -0.3806 -2.3327 -2.8794
C 0.9685 -3.9770 -2.6249
N -2.1191 -1.1656 -0.9186
H 0.6429 0.3193 2.7688
N 1.1920 -0.9461 1.2428
H -2.0800 -3.9266 4.4339
O -1.0892 1.3085 -1.8979
C -3.4576 -2.5570 5.3261
S 0.5950 2.9711 0.6233
F -1.0682 4.6098 1.9174
N 2.0103 2.5123 1.1326
Se -2.2382 0.3688 1.8791
C -3.9891 -1.2751 5.2942
H 3.1631 -4.1315 -0.0534
O -0.4076 1.9352 0.7878
C -4.0278 -1.3088 -2.0266
N 0.7752 -2.0730 -1.2034
C 2.1689 -1.7013 0.7042
C 3.7562 -0.8734 2.2833
Ir -0.0992 -0.0847 -0.3895
O 0.6007 3.6463 -0.6274
I -4.9320 -4.2764 -1.5843
H -4.0243 0.6103 4.2759
H -2.0523 -3.1284 -0.1809
H -1.3128 4.9759 -4.4436
H -4.6998 -0.9780 6.0497
H -3.7802 -3.2507 6.0845
H -1.3907 -2.3383 2.6500
C -2.5109 -2.9404 4.3852
C 2.3937 -3.7528 -0.7077
C -1.2301 3.2926 -3.1429
C -2.1253 -2.0629 3.3941
Br 2.7388 -6.1749 -2.1610
O 3.9745 1.1157 0.5042
C 0.3077 3.6492 -4.9418
F 1.0211 5.0783 2.1901
O 1.9768 1.0491 -0.8743
H 0.6339 -4.5152 -3.4978
Cl 0.8672 4.6304 -6.2134
C 1.4675 -0.2305 2.3307
C 1.9727 -4.4883 -1.8068
H 2.8987 0.3984 3.7970
Cl -2.5062 3.7900 -2.1367
C -3.7816 -2.5444 -1.4529
C -3.6122 -0.3876 4.3063
C -2.5752 -2.4004 -0.7642
*
```

Here is an isolated molecule of C27H16ClN5O in a non-equilibrium geometry from the Open Molecules 2025 dataset. Energies are from ωB97M-V/def2-TZVPD.

Summary:
SMILES ... N#CCCCOc1ccc2c(c1)c1cc(Cl)ccc1c1nc(-c3c(C#N)cccc3C#N)[nH]c21
Lowest unoccupied orbital energy ... -0.654 eV
Gap between HOMO and LUMO ... 6.839 eV
Energy ... -1847.5589 Eh

Geometry as ORCA input:
```
! RIJCOSX wB97M-V def2-TZVPD def2/J DEFGRID3
* xyz 0 1
C 0.5593 0.2702 0.7478
H 3.6904 -6.7864 3.1138
C 0.6761 0.8229 -0.5722
N -2.4567 -4.5777 2.3902
H -0.6326 -7.0369 4.1468
H 1.7976 -3.4478 -2.3462
H 1.2730 1.3019 -3.1552
C 1.2748 -1.4999 -1.3487
C 1.0523 -0.1036 -1.6581
C 1.2884 0.2668 -2.9726
N 0.6166 -2.0493 2.1055
C 1.6016 -2.3586 -2.4457
C 2.3810 -5.0559 2.6124
O -1.0187 3.9642 -0.0365
C -0.6121 2.2892 1.4997
C 0.1902 -6.5273 3.6232
C 1.7690 -1.7780 -3.6615
C -0.2420 5.0950 0.4014
C 0.2285 2.1447 -0.8501
C -0.4048 2.8165 0.2752
N 4.3378 -3.4411 2.0961
C -0.7432 7.1527 1.6538
H 0.5765 5.2334 -0.3618
C -1.3465 -4.9911 2.6610
H 1.6479 -7.9571 3.9533
H 2.1252 -2.4529 -4.4038
H -0.0498 0.6271 2.8412
H -2.2398 5.9257 0.4918
C 0.9589 -3.3682 1.6509
H 0.2465 4.8552 1.4266
C 2.6122 -6.3525 3.1048
C -0.0164 -5.3900 2.9367
H 0.0885 2.6306 -1.7906
H -1.1834 6.8544 -0.5123
C 1.7325 -0.5603 -3.9081
C 0.0908 1.0761 1.8756
H 0.5286 -1.8514 3.1126
C 1.0963 -2.0692 -0.0488
N 1.2929 -3.3772 0.3669
N -1.6174 5.9383 3.7002
C 0.7179 -1.0504 1.0185
C -1.1801 6.3075 0.4680
H 0.3467 7.3790 1.6614
C 1.0508 -4.6312 2.3927
H -1.2598 8.0864 1.5604
H -1.0723 2.9585 2.2716
C -1.2097 6.6102 2.8982
Cl 2.0050 -0.0561 -5.5794
C 1.5274 -7.0439 3.6524
C 3.5207 -4.2781 2.2619
*
```

Here is a structure of composition C27H17BaN3S3Se4 in a non-equilibrium geometry from the Open Molecules 2025 dataset. Energies are from ωB97M-V/def2-TZVPD.

Summary:
Lowest unoccupied orbital energy ... -1.449 eV
Gap between HOMO and LUMO ... 4.399 eV
Energy ... -12029.2947 Eh

Geometry as ORCA input:
```
! RIJCOSX wB97M-V def2-TZVPD def2/J DEFGRID3
* xyz 0 1
N -0.7522 -0.4058 2.0521
C 1.5426 -0.4031 1.3559
Ba -1.6293 -0.4610 -0.3952
C 2.3470 -0.4198 4.0709
H 4.3397 -0.4289 3.3355
C -1.6561 -0.4124 2.9940
C -1.4479 -1.3819 -4.4011
H 5.5059 -0.4129 -4.8511
C 3.4701 -0.4126 -0.6275
H -1.4268 -0.4308 7.2651
C 3.8658 -0.4193 0.7061
C 0.9585 -0.4139 3.7475
C 5.4556 -0.4184 -3.7777
H 7.5889 -0.4351 -3.2587
Se -3.8213 -2.7453 -0.6161
H 0.2690 -0.4274 5.7747
C 4.4428 -0.4194 -1.6904
H 1.7087 -0.3899 -1.8922
N 1.1652 -0.3952 0.0611
H -2.1448 3.7437 -6.8257
C -1.8737 3.1415 -4.7857
C -4.6363 -0.4242 6.4666
C -1.7127 0.5847 -5.7860
H -3.7241 -0.4278 8.4185
Se -5.7262 -1.5032 -0.1946
H -2.6918 -0.4111 2.6745
H -1.3628 -2.3833 -4.0176
C -1.6721 2.1062 -3.8992
C -1.5924 0.8065 -4.3968
N -1.4292 -0.3364 -3.6606
C 4.2528 -0.4128 -3.0487
H 4.9170 -0.4301 0.9562
C 2.0824 -0.3985 -0.8757
C 0.5519 -0.4057 2.3868
Se -5.4939 0.5106 -1.3284
C -1.3717 -0.4194 4.3768
H -5.6865 -0.4216 6.6802
H 2.6262 -0.4265 5.1139
C -1.8949 1.6343 -6.6721
C -2.3505 -0.4282 6.7170
Se -3.8533 1.6736 -0.1942
S -4.1031 -0.4231 4.8425
H -1.9604 4.1500 -4.4131
H -1.6007 2.2742 -2.8313
C -1.9813 2.9117 -6.1574
S -1.6322 -1.1234 -6.1100
C -3.6016 -0.4272 7.3506
C 2.9141 -0.4133 1.7227
S 6.1452 -0.4351 -1.3154
C 6.5557 -0.4301 -2.9777
H -1.9799 1.4475 -7.7301
C -0.0285 -0.4204 4.7362
C -2.4364 -0.4250 5.3463
C 3.2860 -0.4207 3.0994
H 3.2856 -0.4035 -3.5187
*
```